12
Properties=species:S:1:pos:R:3:forces:R:3:mulliken_charge:R:1 method="wB97M-V/def2-TZVPD" charge=0 smiles="O=C[C@@H]1C[C@@H]1O" e_above_lowest_kcal_mol=39.7 e_homo_ev=-9.76 lumo_ev=0.765 mol_weight_g_mol=86.09
O 0.785 2.417 1.042 -0.291 -0.288 -0.185 -0.4870
C 0.087 1.501 0.680 0.157 0.185 0.041 -0.1096
C 0.477 0.543 -0.392 0.171 0.175 0.015 0.0803
C -0.594 -0.359 -0.969 -0.171 -0.053 -0.089 -0.8045
C 0.414 -0.921 -0.031 0.142 0.011 -0.233 0.0467
O 0.050 -1.212 1.285 -0.218 -0.139 0.049 -0.5200
H -0.908 1.319 1.138 0.150 0.038 0.006 0.2723
H 1.295 0.879 -1.022 -0.110 -0.080 0.106 0.3861
H -0.542 -0.617 -2.022 0.021 0.052 0.184 0.2464
H -1.602 -0.219 -0.581 0.174 0.006 -0.039 0.2731
H 1.202 -1.554 -0.439 -0.155 0.111 0.090 0.2990
H -0.715 -1.798 1.265 0.131 -0.019 0.053 0.3171


12
Properties=species:S:1:pos:R:3:forces:R:3:mulliken_charge:R:1 method="wB97M-V/def2-TZVPD" charge=0 e_above_lowest_kcal_mol=112.9 e_homo_ev="-9.49 / -9.11" lumo_ev="-1.112 / -2.045" mol_weight_g_mol=86.09
C -0.311 -1.734 0.502 -0.064 -0.665 0.479 -0.7281
C 0.540 -0.709 -0.006 -1.066 0.037 -0.476 0.4399
O 1.746 -0.472 0.305 0.369 -0.015 0.123 -0.6163
C -0.421 0.623 0.163 0.204 0.400 -0.063 -0.5451
C 0.276 1.747 -0.576 -0.212 0.184 -0.007 -0.0204
O -0.342 2.641 -1.097 0.218 -0.262 0.119 -0.4697
H 0.303 -0.867 -1.124 0.300 0.200 0.057 0.2529
H -1.322 -1.832 0.114 0.187 0.079 0.034 0.3206
H 0.016 -2.441 1.264 -0.033 0.087 -0.133 0.2941
H -1.447 0.523 -0.198 0.204 -0.113 0.038 0.3307
H -0.416 0.841 1.235 0.006 -0.019 -0.116 0.3344
H 1.378 1.679 -0.582 -0.112 0.087 -0.056 0.4068


12
Properties=species:S:1:pos:R:3:forces:R:3:mulliken_charge:R:1 method="wB97M-V/def2-TZVPD" charge=0 e_above_lowest_kcal_mol=132.4 e_homo_ev="-9.38 / -9.38" lumo_ev="-0.745 / -0.745" mol_weight_g_mol=86.09
O -1.083 0.099 2.378 -0.060 0.334 -0.484 -0.4645
C -1.151 0.821 1.425 -0.017 -0.181 0.427 0.2182
O -0.232 0.913 0.434 0.035 0.105 0.140 -0.2826
C 0.744 -0.069 0.388 0.098 -0.083 -0.088 -0.0969
C 1.706 0.014 -0.526 -0.097 0.018 0.038 -0.6187
C -1.036 -1.102 -1.164 0.100 0.053 -0.298 -0.3548
H -1.959 1.534 1.211 0.086 -0.077 0.108 0.3644
H 0.668 -0.832 1.154 -0.025 0.102 -0.141 0.3438
H 1.767 0.845 -1.220 -0.084 -0.085 0.079 0.2757
H 2.491 -0.735 -0.553 -0.233 0.046 -0.014 0.2579
H -1.536 -0.160 -1.498 0.255 -0.149 0.136 0.1690
H -0.378 -1.327 -2.029 -0.056 -0.085 0.097 0.1885


12
Properties=species:S:1:pos:R:3:forces:R:3:mulliken_charge:R:1 method="wB97M-V/def2-TZVPD" charge=0 smiles="O=C1CC(=O)C1.[H][H]" e_above_lowest_kcal_mol=69.5 e_homo_ev=-9.75 lumo_ev=0.238 mol_weight_g_mol=86.09
O 1.568 -0.932 0.953 -0.530 0.525 0.312 -0.5806
C 0.634 -0.350 0.466 0.371 0.048 1.036 0.1216
C -0.881 -0.609 0.481 -0.045 -0.034 0.195 -0.3151
C -1.047 0.792 -0.124 -0.360 0.270 -0.043 0.4128
O -1.995 1.418 -0.511 0.515 -0.356 0.163 -0.5297
C 0.460 1.077 -0.078 0.071 0.125 0.142 -0.3140
H -1.164 -0.658 1.536 -0.321 0.031 -0.040 0.2679
H -1.346 -1.445 -0.056 0.336 0.138 0.096 0.2945
H 0.933 1.421 -1.006 -0.001 -0.292 0.236 0.2946
H 0.746 1.745 0.740 -0.125 0.274 -0.117 0.2678
H 1.304 -1.354 -0.961 -0.176 -0.278 -1.256 0.0223
H 0.787 -1.105 -1.439 0.267 -0.451 -0.724 0.0579


12
Properties=species:S:1:pos:R:3:forces:R:3:mulliken_charge:R:1 method="wB97M-V/def2-TZVPD" charge=0 e_above_lowest_kcal_mol=91.2 e_homo_ev="-9.43 / -9.60" lumo_ev="-1.262 / -0.766" mol_weight_g_mol=86.09
O -1.784 0.142 -0.995 -0.255 -0.279 -0.136 -0.5570
C -0.445 0.372 -0.705 0.074 -0.167 -0.142 -0.0311
C -0.250 1.126 0.549 0.102 0.368 0.336 -0.6356
C 1.492 -0.605 0.385 0.300 -0.167 0.036 -0.7353
C 0.179 -0.877 -0.095 -0.536 0.021 -0.039 0.7487
O -0.577 -1.777 0.254 0.441 -0.009 -0.188 -0.6498
H -1.928 -0.719 -0.541 -0.307 0.114 -0.287 0.3993
H 0.109 0.804 -1.547 -0.181 -0.123 0.098 0.3157
H -0.132 2.217 0.529 0.752 -0.493 0.122 0.2992
H -0.819 0.757 1.398 0.185 -0.116 -0.045 0.2589
H 1.959 -1.392 0.993 -0.271 0.634 0.259 0.3029
H 2.196 -0.048 -0.224 -0.304 0.217 -0.015 0.2840


12
Properties=species:S:1:pos:R:3:forces:R:3:mulliken_charge:R:1 method="wB97M-V/def2-TZVPD" charge=0 e_above_lowest_kcal_mol=55.4 e_homo_ev=-9.56 lumo_ev=1.044 mol_weight_g_mol=86.09
O 2.881 -0.815 0.690 -0.888 0.048 0.268 -0.1839
C 1.854 -0.734 1.163 1.966 0.103 0.022 0.1359
C -0.354 -0.127 -0.924 -0.513 -0.090 -0.302 -0.5232
C -0.794 -0.689 0.435 0.029 -0.283 0.235 -0.1602
O -0.794 0.640 0.985 -0.101 0.235 0.414 -0.3988
C -0.174 1.202 -0.181 0.038 0.207 -0.185 -0.2448
H -0.070 -1.314 0.968 -0.666 -0.037 -0.265 0.1492
H 0.424 -0.552 -1.568 -0.063 0.004 0.502 0.2597
H -1.289 -0.081 -1.467 0.097 0.169 -0.706 0.2483
H -1.793 -1.143 0.472 0.204 0.092 -0.071 0.2557
H 0.840 1.568 0.033 -0.057 -0.332 -0.098 0.2015
H -0.731 2.045 -0.607 -0.046 -0.116 0.185 0.2607


Copy entry 2 word for word.
12
Properties=species:S:1:pos:R:3:forces:R:3:mulliken_charge:R:1 method="wB97M-V/def2-TZVPD" charge=0 e_above_lowest_kcal_mol=112.9 e_homo_ev="-9.49 / -9.11" lumo_ev="-1.112 / -2.045" mol_weight_g_mol=86.09
C -0.311 -1.734 0.502 -0.064 -0.665 0.479 -0.7281
C 0.540 -0.709 -0.006 -1.066 0.037 -0.476 0.4399
O 1.746 -0.472 0.305 0.369 -0.015 0.123 -0.6163
C -0.421 0.623 0.163 0.204 0.400 -0.063 -0.5451
C 0.276 1.747 -0.576 -0.212 0.184 -0.007 -0.0204
O -0.342 2.641 -1.097 0.218 -0.262 0.119 -0.4697
H 0.303 -0.867 -1.124 0.300 0.200 0.057 0.2529
H -1.322 -1.832 0.114 0.187 0.079 0.034 0.3206
H 0.016 -2.441 1.264 -0.033 0.087 -0.133 0.2941
H -1.447 0.523 -0.198 0.204 -0.113 0.038 0.3307
H -0.416 0.841 1.235 0.006 -0.019 -0.116 0.3344
H 1.378 1.679 -0.582 -0.112 0.087 -0.056 0.4068